Record 1
C4H5N | the ωB97M-V functional and the def2-TZVPD basis

Output
**HOMO-LUMO gap**: 0.3323 hartree
**Highest occupied orbital energy**: -8.69 eV
**2S+1**: 1
**Total energy**: -209.99268 hartree
**Charge**: 0
**E_LUMO**: 0.35 eV

Last column: Löwdin charge in e.
Atoms and positions in Å:
C: 0.591 -0.374 1.844  -0.064
C: -0.464 -0.059 1.137  -0.049
C: -0.216 0.203 -0.130  -0.356
C: -0.499 -0.137 -1.477  -0.060
N: -0.296 1.264 -0.985  0.104
H: 0.635 -0.344 2.910  0.026
H: 1.567 -0.396 1.324  0.062
H: -1.506 -0.500 -1.634  0.111
H: 0.272 -0.494 -2.142  0.105
H: -1.156 1.779 -0.816  0.121

Record 2
C4H5N2 | the ωB97M-V functional and the def2-TZVPD basis

Output
**HOMO-LUMO gap (alpha / beta)**: 0.2748 / 0.2747 hartree
**Highest occupied orbital energy (alpha / beta)**: -15.35 / -15.35 eV
**2S+1**: 1
**Total energy**: -264.52944 hartree
**Charge**: +1
**E_LUMO (alpha / beta)**: -7.87 / -7.87 eV

Last column: Löwdin charge in e.
Atoms and positions in Å:
H: 1.840 -1.627 -0.554  0.123
N: 0.850 -1.839 -0.396  0.257
C: 0.003 -0.977 -0.187  -0.288
C: -1.313 -1.092 0.523  0.108
N: -1.838 0.083 0.744  0.112
C: -1.119 1.149 0.344  0.129
C: 0.246 0.633 -0.241  -0.013
H: -1.713 -1.965 0.935  0.134
H: -1.593 2.128 0.454  0.149
H: 0.619 1.148 -1.276  0.194
H: 1.107 0.596 0.344  0.095

Record 3
C4H5N2 | the ωB97M-V functional and the def2-TZVPD basis

Output
**HOMO-LUMO gap**: 0.3753 hartree
**Highest occupied orbital energy**: -14.55 eV
**2S+1**: 1
**Total energy**: -264.41702 hartree
**Charge**: +1
**E_LUMO**: -4.34 eV

Last column: Löwdin charge in e.
Atoms and positions in Å:
C: 2.089 -0.710 0.210  -0.076
C: -1.592 -0.068 -0.473  0.077
C: -0.673 0.052 0.777  -0.035
C: 0.533 -0.475 0.082  -0.016
N: 2.094 0.414 0.643  0.247
N: -0.282 0.618 -0.508  0.039
H: 2.449 -1.637 -0.081  0.109
H: -1.607 -0.858 -1.202  0.129
H: -2.327 0.807 -0.608  0.172
H: -0.768 0.370 1.859  0.194
H: 0.083 1.487 -0.699  0.160

Record 4
C4H5N2 | the ωB97M-V functional and the def2-TZVPD basis

Output
**HOMO-LUMO gap (alpha / beta)**: 0.2749 / 0.3076 hartree
**Highest occupied orbital energy (alpha / beta)**: -15.47 / -15.43 eV
**2S+1**: 1
**Total energy**: -264.43707 hartree
**Charge**: +1
**E_LUMO (alpha / beta)**: -7.99 / -7.06 eV

Last column: Löwdin charge in e.
Atoms and positions in Å:
C: -1.584 -0.698 0.015  -0.005
N: -0.219 -0.436 -0.193  -0.067
C: 0.567 1.114 -0.098  0.183
C: 1.873 0.785 -0.026  -0.006
C: 1.747 -0.568 0.223  0.139
N: 0.748 -1.287 -0.061  0.137
H: -2.153 0.220 -0.128  0.111
H: -1.888 -1.463 -0.711  0.125
H: -1.803 -1.091 1.013  0.122
H: -0.026 2.003 -0.051  0.124
H: 2.737 1.420 0.016  0.137

Record 5
C4H5N2O | the ωB97M-V functional and the def2-TZVPD basis

Output
**HOMO-LUMO gap (alpha / beta)**: 0.2422 / 0.2421 hartree
**Highest occupied orbital energy (alpha / beta)**: -2.46 / -2.46 eV
**2S+1**: 1
**Total energy**: -340.07130 hartree
**Charge**: -1
**E_LUMO (alpha / beta)**: 4.13 / 4.13 eV

Last column: Löwdin charge in e.
Atoms and positions in Å:
C: 0.102 1.850 0.018  -0.508
C: 0.664 0.863 -0.731  -0.204
C: 0.230 -0.574 -0.302  -0.448
C: -1.206 -0.508 0.346  -0.107
N: -0.513 2.700 0.544  0.021
N: 1.085 -1.259 0.749  -0.061
O: 2.041 -1.896 0.370  -0.077
H: 1.710 1.092 -1.229  0.079
H: 0.220 -1.170 -1.264  0.110
H: -1.626 0.408 -0.174  0.070
H: -0.918 -0.067 1.338  0.069
H: -1.788 -1.439 0.336  0.056

Record 6
C4H5N2O | the ωB97M-V functional and the def2-TZVPD basis

Output
**HOMO-LUMO gap (alpha / beta)**: 0.1331 / 0.2870 hartree
**Highest occupied orbital energy (alpha / beta)**: 0.62 / -4.40 eV
**2S+1**: 3
**Total energy**: -339.95755 hartree
**⟨S²⟩**: 2.012
**Charge**: -1
**E_LUMO (alpha / beta)**: 4.24 / 3.41 eV

Last column: Löwdin charge in e.
Atoms and positions in Å:
C: 1.613 0.987 -0.200  -0.418
C: 0.920 -0.172 -0.503  -0.306
C: -0.520 -0.470 -0.302  -0.335
C: -1.271 0.525 0.564  -0.087
N: 2.183 1.902 0.232  -0.005
N: 0.395 -1.339 0.449  -0.140
O: 0.718 -2.586 0.111  -0.149
H: 1.388 -0.617 -1.435  0.117
H: -1.160 -0.747 -1.214  0.142
H: -0.626 0.823 1.271  0.010
H: -2.272 0.213 1.039  0.092
H: -1.366 1.479 -0.011  0.080

Record 7
C4H5N2O2 | the ωB97M-V functional and the def2-TZVPD basis

Output
**HOMO-LUMO gap (alpha / beta)**: 0.2574 / 0.2574 hartree
**Highest occupied orbital energy (alpha / beta)**: -2.93 / -2.92 eV
**2S+1**: 1
**Total energy**: -415.37832 hartree
**Charge**: -1
**E_LUMO (alpha / beta)**: 4.08 / 4.08 eV

Last column: Löwdin charge in e.
Atoms and positions in Å:
C: -1.757 0.126 -0.488  -0.316
C: -2.357 -2.038 -0.549  -0.523
C: -0.332 -0.076 -0.906  -0.224
C: 0.386 0.590 0.298  -0.290
N: -1.828 1.108 0.457  -0.045
N: -0.646 1.449 0.881  -0.102
O: -2.074 -2.321 -1.690  0.028
O: -2.712 -2.413 0.551  0.032
H: -2.433 0.323 -1.296  0.072
H: -0.119 -1.092 -1.099  0.060
H: -0.042 0.617 -1.759  0.107
H: 1.052 -0.088 1.105  0.127
H: 1.226 1.238 -0.107  0.074

Record 8
C4H5N2O3 | the ωB97M-V functional and the def2-TZVPD basis

Output
**HOMO-LUMO gap (alpha / beta)**: 0.1812 / 0.1812 hartree
**Highest occupied orbital energy (alpha / beta)**: -1.53 / -1.53 eV
**2S+1**: 1
**Total energy**: -490.57406 hartree
**Charge**: -1
**E_LUMO (alpha / beta)**: 3.40 / 3.40 eV

Last column: Löwdin charge in e.
Atoms and positions in Å:
C: 2.213 -0.084 0.117  -0.023
C: 0.771 0.117 -0.174  -0.247
N: -0.060 -0.812 -0.583  0.203
C: -1.331 -0.212 -0.747  -0.452
O: -2.458 -0.881 -0.218  -0.320
N: -2.700 -0.987 1.164  -0.178
O: -1.220 1.157 -0.359  0.086
C: 0.070 1.369 0.032  -0.432
O: 0.489 2.436 0.453  0.078
H: 2.634 0.873 0.417  0.073
H: 2.740 -0.459 -0.762  0.078
H: 2.340 -0.807 0.923  0.083
H: -1.603 -0.224 -1.819  0.157
H: -1.884 -1.484 1.557  -0.106

Record 9
C4H5N2O3S | the ωB97M-V functional and the def2-TZVPD basis

Output
**HOMO-LUMO gap**: 0.2796 hartree
**Highest occupied orbital energy**: -4.39 eV
**2S+1**: 1
**Total energy**: -888.81307 hartree
**Charge**: -1
**E_LUMO**: 3.21 eV

Last column: Löwdin charge in e.
Atoms and positions in Å:
C: -0.988 1.217 1.628  -0.731
C: -2.127 -0.504 -1.339  -0.055
C: 0.417 0.809 0.909  -0.590
C: 2.315 -1.038 0.100  -0.350
N: -1.192 0.205 -1.834  -0.201
N: -0.384 0.848 -2.268  0.197
O: -0.802 2.158 2.398  -0.017
O: -1.977 0.601 1.218  -0.053
O: 1.018 1.431 0.081  -0.033
S: 1.123 -0.804 1.511  0.803
H: -2.348 -0.351 -0.396  -0.044
H: -2.288 -1.556 -1.774  0.087
H: 3.191 -0.541 0.352  0.002
H: 1.677 -0.466 -0.671  0.048
H: 2.365 -2.009 0.084  -0.064

Record 10
C4H5N2OS | the ωB97M-V functional and the def2-TZVPD basis

Output
**HOMO-LUMO gap**: 0.3548 hartree
**Highest occupied orbital energy**: -14.51 eV
**2S+1**: 1
**Total energy**: -738.01998 hartree
**Charge**: +1
**E_LUMO**: -4.85 eV

Last column: Löwdin charge in e.
Atoms and positions in Å:
O: 1.028 2.265 -0.077  0.182
C: 1.508 1.193 0.113  -0.367
N: 2.805 0.746 0.102  0.096
C: 2.984 -0.465 -0.061  -0.291
S: 1.478 -1.542 -0.043  1.027
C: 0.456 -0.128 0.101  -0.599
C: -0.786 0.179 0.789  -0.049
N: -0.723 0.246 -0.647  0.146
H: 3.976 -0.915 -0.239  0.124
H: -1.425 -0.653 1.178  0.156
H: -0.885 1.038 1.562  0.188
H: -1.489 -0.371 -1.095  0.248
H: -0.563 1.079 -1.118  0.139

Record 11
C4H5N3 | the ωB97M-V functional and the def2-TZVPD basis

Output
**HOMO-LUMO gap**: 0.3490 hartree
**Highest occupied orbital energy**: -9.77 eV
**2S+1**: 1
**Total energy**: -319.47111 hartree
**Charge**: 0
**E_LUMO**: -0.27 eV

Last column: Löwdin charge in e.
Atoms and positions in Å:
C: 2.198 -0.692 0.006  -0.147
C: 0.899 -1.143 0.057  -0.019
C: -2.055 1.262 -0.026  -0.007
C: -1.155 0.280 -0.016  -0.160
N: 2.174 0.619 -0.067  0.002
N: 0.983 1.063 0.025  0.046
N: 0.151 0.023 0.092  -0.148
H: 3.057 -1.271 -0.270  0.101
H: 0.584 -2.092 0.062  0.068
H: -3.015 0.978 0.043  -0.005
H: -1.586 2.246 -0.054  0.070
H: -2.234 -1.273 0.149  0.198

Record 12
C4H5N3 | the ωB97M-V functional and the def2-TZVPD basis

Output
**HOMO-LUMO gap**: 0.2990 hartree
**Highest occupied orbital energy**: -9.52 eV
**2S+1**: 1
**Total energy**: -319.46251 hartree
**Charge**: 0
**E_LUMO**: -1.39 eV

Last column: Löwdin charge in e.
Atoms and positions in Å:
C: -1.719 0.496 0.401  0.175
N: -0.153 -0.345 -0.754  0.104
C: 0.919 -0.785 -0.246  -0.189
C: 2.036 -1.315 -0.994  -0.149
N: 2.979 -1.711 -1.536  0.182
C: 0.978 1.325 1.626  -0.260
N: 0.113 1.763 0.946  -0.162
H: -1.972 -0.551 0.511  0.048
H: -2.101 0.995 -0.481  0.054
H: -1.766 1.074 1.309  0.017
H: -0.235 -0.394 -1.771  0.123
H: 1.065 -0.672 0.834  0.058

Record 13
C4H5N3 | the ωB97M-V functional and the def2-TZVPD basis

Output
**HOMO-LUMO gap**: 0.3752 hartree
**Highest occupied orbital energy**: -9.49 eV
**2S+1**: 1
**Total energy**: -319.54505 hartree
**Charge**: 0
**E_LUMO**: 0.72 eV

Last column: Löwdin charge in e.
Atoms and positions in Å:
C: 1.674 0.849 -0.088  -0.175
N: 2.383 -0.245 0.090  -0.026
N: 1.620 -1.318 0.021  0.019
N: 0.337 -0.841 -0.137  -0.072
C: 0.390 0.502 -0.174  -0.282
C: -1.165 0.716 0.115  -0.055
C: -1.263 -0.906 -0.089  -0.015
H: 2.365 1.802 -0.103  0.140
H: -1.566 0.922 1.194  0.127
H: -1.550 1.403 -0.775  0.128
H: -1.517 -1.516 0.883  0.135
H: -1.709 -1.368 -0.936  0.077

Record 14
C4H5N3 | the ωB97M-V functional and the def2-TZVPD basis

Output
**HOMO-LUMO gap**: 0.3226 hartree
**Highest occupied orbital energy**: -8.15 eV
**2S+1**: 1
**Total energy**: -319.56648 hartree
**Charge**: 0
**E_LUMO**: 0.63 eV

Last column: Löwdin charge in e.
Atoms and positions in Å:
N: -2.214 -1.453 1.688  0.142
C: -1.711 -0.731 0.937  -0.192
C: -1.058 0.180 -0.013  -0.196
C: 1.505 1.392 0.801  0.016
N: 1.668 0.560 -0.141  -0.056
C: 1.133 -0.153 -1.045  -0.191
N: -0.213 -0.511 -0.962  -0.007
H: -1.812 0.789 -0.520  0.128
H: -0.448 0.907 0.559  0.072
H: 1.890 0.988 1.754  0.030
H: 1.687 -0.485 -1.918  0.126
H: -0.425 -1.483 -1.140  0.128

Record 15
C4H5N3 | the ωB97M-V functional and the def2-TZVPD basis

Output
**HOMO-LUMO gap**: 0.3198 hartree
**Highest occupied orbital energy**: -8.02 eV
**2S+1**: 1
**Total energy**: -319.57248 hartree
**Charge**: 0
**E_LUMO**: 0.68 eV

Last column: Löwdin charge in e.
Atoms and positions in Å:
N: 2.539 -1.044 1.039  0.141
C: 1.833 -0.556 0.265  -0.193
C: 0.935 0.109 -0.702  -0.194
C: -1.816 -1.431 -0.229  0.018
N: -1.623 -0.280 0.246  -0.068
C: -1.135 0.881 0.348  -0.188
N: 0.155 1.182 -0.117  -0.015
H: 1.527 0.483 -1.541  0.124
H: 0.250 -0.640 -1.111  0.096
H: -1.631 -2.197 0.548  0.025
H: -1.712 1.709 0.749  0.129
H: 0.678 1.784 0.506  0.126

Record 16
C4H5N3 | the ωB97M-V functional and the def2-TZVPD basis

Output
**HOMO-LUMO gap**: 0.2944 hartree
**Highest occupied orbital energy**: -8.14 eV
**2S+1**: 1
**Total energy**: -319.58364 hartree
**Charge**: 0
**E_LUMO**: -0.13 eV

Last column: Löwdin charge in e.
Atoms and positions in Å:
C: -1.562 0.150 0.242  -0.011
N: -0.368 -0.509 -0.355  0.002
C: 1.003 -0.064 0.096  -0.315
C: 2.012 -0.686 -0.649  -0.268
N: 2.820 -1.223 -1.297  0.119
C: 1.098 1.160 0.737  -0.287
N: 1.126 2.184 1.291  0.121
H: -1.643 -0.191 1.272  0.105
H: -2.461 -0.136 -0.312  0.097
H: -1.443 1.236 0.228  0.095
H: -0.446 -0.542 -1.385  0.179
H: -0.136 -1.378 0.131  0.162

Record 17
C4H5N3 | the ωB97M-V functional and the def2-TZVPD basis

Output
**HOMO-LUMO gap (alpha / beta)**: 0.2814 / 0.2815 hartree
**Highest occupied orbital energy (alpha / beta)**: -9.04 / -9.04 eV
**2S+1**: 1
**Total energy**: -319.40717 hartree
**Charge**: 0
**E_LUMO (alpha / beta)**: -1.38 / -1.38 eV

Last column: Löwdin charge in e.
Atoms and positions in Å:
C: -4.516 0.416 0.211  -0.001
C: -3.473 -0.353 0.033  -0.307
C: 0.947 -1.598 0.501  0.043
C: -0.789 0.744 -0.332  -0.008
N: -0.146 -1.578 -0.206  0.032
N: -2.337 -1.117 -0.059  0.095
N: -1.131 -0.646 -0.130  -0.253
H: 1.536 -2.463 0.369  0.057
H: 1.363 -0.912 1.222  0.077
H: -0.102 0.742 -1.158  0.087
H: -1.670 1.363 -0.656  0.105
H: -0.371 1.141 0.543  0.072

Record 18
C4H5N3 | the ωB97M-V functional and the def2-TZVPD basis

Output
**HOMO-LUMO gap**: 0.3550 hartree
**Highest occupied orbital energy**: -9.38 eV
**2S+1**: 1
**Total energy**: -319.54714 hartree
**Charge**: 0
**E_LUMO**: 0.27 eV

Last column: Löwdin charge in e.
Atoms and positions in Å:
C: 0.707 0.131 -0.040  -0.440
C: 0.109 -1.150 -0.035  -0.056
C: -1.870 -0.096 0.068  -0.206
C: -1.271 1.116 0.010  -0.107
H: 2.505 -0.424 1.044  0.186
H: 2.743 -0.193 -0.923  0.090
H: 0.676 -1.866 0.247  0.042
H: -2.909 -0.094 -0.253  0.102
H: -1.809 2.410 -0.006  0.204
N: 2.239 0.203 -0.031  -0.008
N: -1.219 -1.223 -0.070  0.090
N: 0.101 1.186 -0.011  0.103

Record 19
C4H5N3 | the ωB97M-V functional and the def2-TZVPD basis

Output
**HOMO-LUMO gap**: 0.3550 hartree
**Highest occupied orbital energy**: -9.93 eV
**2S+1**: 1
**Total energy**: -319.58025 hartree
**Charge**: 0
**E_LUMO**: -0.27 eV

Last column: Löwdin charge in e.
Atoms and positions in Å:
C: 1.882 -0.186 0.070  -0.017
C: 0.308 -0.283 0.026  -0.373
C: -0.226 0.943 0.037  -0.093
N: -1.552 0.999 -0.129  0.079
C: -2.163 -0.189 0.150  -0.191
N: -1.560 -1.394 0.024  0.046
N: -0.198 -1.433 -0.113  0.100
H: 2.297 0.309 0.886  0.045
H: 2.228 -1.153 -0.112  0.040
H: 2.272 0.416 -0.860  0.116
H: 0.016 1.960 0.013  0.113
H: -3.306 0.011 0.008  0.136

ΔE to the lowest compared entry with this formula, charge and spin for the records above, in order: 4.655, 2.339, 5.398, 4.853, 0.281, 1.761, 3.069, 3.292, 2.223, 2.121, 6.561, 6.795, 4.549, 3.965, 3.802, 3.499, 8.300, 4.492, 3.591 eV